Record 1
An isolated ion of composition C23H33N2O2 and charge +1 at a distorted geometry, computed with wB97M-V/def2-TZVPD.

Summary:
Net charge: +1
E: -31452.94130 eV
SMILES: COC(=O)[C@@H]1CCC/[N+]1=C1\CCCC[C@@H]1[C@H](c1ccccc1)N1CCCC1
2S+1: 1
LUMO level: -4.260 eV
Max |F|: 0.057 hartree/bohr
Kohn-Sham gap: 7.287 eV
Energy above the lowest of the compared OMol25 structures with the same formula, charge and spin: 315.6 kJ/mol

XYZ file:
```
60
Properties=species:S:1:pos:R:3:forces:R:3:lowdin_charge:R:1
O -0.3998 -1.5386 1.8104 -1.3666 0.2849 0.3161 0.0861
O -1.7224 -1.7878 3.5804 0.1145 0.2910 -0.5341 -0.0078
N 1.9314 0.6166 -1.9886 -2.3161 -0.1972 1.5113 -0.1038
N -2.4789 -0.2464 0.3497 0.2256 -0.3202 -1.6548 -0.0446
C 2.7217 -3.5129 0.2855 -0.2583 0.5113 0.4088 -0.0538
C -0.5729 -2.4695 4.1292 0.0109 -0.1502 0.2687 -0.0168
C -1.4027 3.3549 0.6679 0.4691 0.0170 0.0836 -0.1835
C -3.8219 -0.1543 -0.2850 -0.3203 1.0319 0.6079 -0.1324
C 1.4736 -1.2674 -0.6470 -0.7938 1.1074 0.1758 -0.2646
C -1.4857 -1.3475 2.3424 1.2838 -0.7912 -0.1683 -0.4054
C 0.6136 1.9386 0.3232 0.1290 0.1293 0.3143 -0.1706
C 2.2452 -1.1409 0.5154 0.2682 -1.0656 -0.0094 -0.0619
C 1.6649 1.5532 -3.0622 -0.0559 -0.0191 -0.5473 -0.1363
C -2.6756 -0.6424 1.7319 0.4540 0.9882 0.9083 -0.1925
C 1.2050 -2.4699 -1.2524 -0.8149 0.5319 -0.9554 -0.0435
C 2.9058 -2.2928 0.9778 -0.7609 -0.0866 -1.1401 -0.0393
C -0.2134 0.7047 -0.0361 -1.0452 0.0525 1.8917 -0.0745
C 1.8415 -3.5883 -0.7992 0.6497 -1.4230 0.2079 -0.0705
C -4.7140 -1.1246 0.4870 -0.2395 -0.3038 -0.3438 -0.1324
C -0.0802 3.2285 -0.0867 -0.0148 0.4208 0.5255 -0.1844
C -1.6369 0.8586 0.1224 0.7754 0.5813 0.2178 -0.0592
C -2.3407 2.2315 0.2889 0.0779 -0.6454 -0.6019 -0.1176
C 3.3450 0.3614 -1.7453 0.8346 -0.0435 0.3363 -0.1383
C 4.1019 1.3390 -2.6659 0.0110 -0.2099 0.3369 -0.1334
C 3.0281 2.1899 -3.3825 0.0609 0.4069 -0.1309 -0.1375
C 0.8821 -0.0756 -1.3752 1.4050 -1.3924 -2.1681 -0.0932
C -3.9752 -1.4448 1.7884 0.0167 -0.1488 0.2117 -0.0927
H -2.8773 2.4338 -0.6515 0.2976 0.1547 0.0387 0.1350
H 4.7874 1.9377 -2.0449 -0.2562 -0.0755 -0.4918 0.1154
H -5.6825 -0.6561 0.6860 0.1497 -0.1706 -0.1081 0.1180
H -3.1524 2.1904 1.0351 0.3001 -0.4799 -0.1722 0.1250
H 0.8836 1.9570 1.4065 -0.4573 -0.0179 -0.5885 0.1401
H 3.5953 -0.6808 -2.0004 -0.2098 0.2527 0.0782 0.1346
H 3.2116 2.2232 -4.4695 -0.1529 0.0977 0.5140 0.1169
H 0.8904 2.2869 -2.7619 0.4604 -0.3452 -0.1719 0.1145
H 4.7047 0.7495 -3.3660 -0.1181 0.3307 0.0621 0.1128
H 3.1992 -4.4148 0.6644 0.0049 0.2127 -0.2102 0.1077
H 2.3184 -0.2002 1.0749 0.0577 -0.3479 -0.4143 0.1274
H -4.5202 -1.1240 2.6807 -0.0145 -0.2919 -0.1961 0.1288
H -4.2355 0.8572 -0.1187 0.1090 -0.3621 -0.2016 0.1055
H 0.4565 -2.4639 -2.0918 1.0480 -0.3391 0.8293 0.1412
H 1.6743 -4.5310 -1.3305 0.1078 0.2143 0.4380 0.1166
H -3.7644 -2.5139 1.8687 -0.0434 0.1577 0.0651 0.1282
H -4.8940 -2.0329 -0.0980 0.0166 0.1642 0.1985 0.1173
H 3.0308 3.2192 -2.9998 0.1320 -0.2466 -0.1971 0.1115
H -1.1874 3.2838 1.7471 -0.0114 0.0142 -0.2752 0.1265
H 0.5579 4.0662 0.1905 0.0822 0.0967 -0.0951 0.1190
H -2.8089 0.2941 2.3365 0.0327 -0.5864 -0.0942 0.1742
H -0.2206 3.2824 -1.1747 -0.1057 -0.0897 0.1983 0.1110
H 0.1124 -0.3692 -2.1433 0.4668 0.5232 1.0810 0.1634
H 3.6400 0.4828 -0.6841 -0.3076 0.1333 -0.6305 0.1196
H 3.5639 -2.2454 1.8273 0.0267 -0.0185 0.2322 0.1041
H 0.2923 -1.7998 4.1643 -0.2338 -0.1350 -0.0057 0.1010
H 0.0403 -0.2692 0.5032 -0.7073 1.3077 -0.3935 0.1151
H -0.8775 -2.7630 5.1270 0.0404 -0.0513 0.0329 0.0980
H 1.2811 0.9841 -3.9250 -0.0189 0.2378 0.1199 0.1304
H -1.8907 4.3188 0.5275 0.0294 0.0079 -0.1569 0.1194
H 1.5615 1.8741 -0.1981 0.2327 0.0974 -0.0103 0.0911
H -0.3313 -3.3407 3.5128 -0.0392 0.1782 0.1782 0.1039
H -3.7986 -0.3095 -1.3687 0.2817 -0.1812 0.2781 0.1312
```
Positions in Å, forces in eV/Å.



Record 2
A 8-piece molecular cluster, C23H33N3O13 overall at a distorted geometry, computed with wB97M-V/def2-TZVPD.

Summary:
Net charge: 0
E: -55473.09632 eV
SMILES: O=C1CCCO1.O=C1CCCO1.O=C1OCCO1.O=C1OCCO1.O=C1OCCO1.CC#N.CC#N.CC#N
2S+1: 1
LUMO level: 0.553 eV
Max |F|: 0.064 hartree/bohr
Kohn-Sham gap: 10.654 eV

XYZ file:
```
72
Properties=species:S:1:pos:R:3:forces:R:3:lowdin_charge:R:1
O 4.5083 4.4783 1.7467 1.8684 -0.3157 -0.5887 0.1804
O 2.1781 0.3749 -0.3401 0.2544 0.0858 0.8041 -0.0342
O -3.9376 0.4440 -0.9102 -0.1173 -0.6951 -0.6465 0.1229
O -0.0122 -3.5681 -1.9414 0.0750 1.7252 -1.7416 0.1219
O -1.0636 -2.3151 -3.5043 -0.0369 -0.8588 0.4267 0.0854
O -2.6026 -3.1443 1.4319 1.1705 -0.9163 -0.1843 0.0824
O 3.4785 -0.4827 1.2546 0.2104 -0.9928 0.8057 0.1234
O -1.6890 -4.9278 0.3865 -1.1060 0.9848 0.8833 0.0316
O -5.1478 -0.6943 0.5702 0.1220 0.5303 -0.4413 0.0564
O 2.7601 4.1006 3.1019 0.8772 0.2211 -0.2264 0.0250
O 1.0350 -1.9082 -3.0433 1.5526 -0.3807 0.7293 0.0581
O -4.3965 -1.7807 -1.2020 0.4003 0.5179 -0.4850 0.0737
O 2.9915 6.1152 2.1185 0.6098 -1.1071 -0.0458 0.0384
N -0.0584 3.0068 2.3260 0.0178 0.6326 0.2870 0.1689
N -2.7707 3.7328 -2.6294 0.1911 -0.2082 0.0346 0.1203
N 4.4289 -0.0958 -2.5411 0.0606 1.2646 -0.6852 0.1592
C 3.1676 0.4706 0.6262 -0.0723 0.5785 -1.3720 -0.4715
C 0.5491 -4.8347 1.0257 1.6359 1.9042 1.3232 -0.1582
C 4.0823 -2.4205 -1.4450 -0.0849 0.5108 0.2596 -0.0471
C 1.6408 5.9726 2.5529 -0.9741 1.3509 0.8115 -0.1375
C 3.5563 4.8702 2.2952 -2.1597 0.5331 0.2703 -0.5625
C 2.0225 1.6410 -1.0201 1.2027 -0.2886 1.8347 -0.1435
C -0.4579 -5.6320 0.3097 -0.0311 1.3901 -2.0213 -0.1756
C -4.0311 3.4244 -0.3887 0.5406 0.4055 0.1023 -0.0677
C -3.2719 3.5176 -1.6193 0.1243 0.0901 -0.2651 -0.2888
C -0.0152 -2.6717 -2.7818 -0.0761 -2.2331 2.4486 -0.5495
C -5.4082 -2.0547 0.8413 -0.4260 -0.6533 1.3263 -0.1530
C 2.6435 2.6423 -0.0585 -0.1510 -0.5209 0.8272 -0.1322
C 3.7585 1.8606 0.6163 -0.4860 -0.5259 -1.9942 -0.0678
C -5.0996 -2.7618 -0.4397 -2.4943 -0.5257 -1.8681 -0.1244
C -4.4584 -0.5891 -0.5960 0.2001 0.1198 1.2842 -0.5474
C -1.6403 -3.8670 1.2407 -0.3146 0.2033 -0.4197 -0.4213
C 1.8224 4.9819 3.6906 -1.4884 -0.0518 1.1260 -0.1740
C 4.2372 -1.1114 -2.0664 0.2746 -1.1725 0.7650 -0.2722
C 0.8073 -0.9985 -4.0891 -0.9920 0.3095 -0.3386 -0.0989
C -0.4917 1.9803 2.0751 -0.2840 -1.5182 -1.1371 -0.2205
C -0.2279 -3.7556 1.8106 -0.5321 -0.9402 1.1172 -0.0467
C -0.9767 0.6396 1.6321 -0.4453 0.6893 0.8276 -0.0284
C -0.7345 -1.1484 -4.1933 -0.3705 2.9275 0.4480 -0.1053
H -6.1036 -3.0108 -1.0108 2.1129 0.2486 0.8857 0.1652
H -4.6808 -2.4258 1.5812 -0.6685 0.3950 0.1409 0.1087
H 4.3996 -3.1649 -2.1426 -0.0460 -0.5898 -0.5395 0.0746
H 3.0361 -2.5253 -1.1860 -0.1497 -0.2902 0.1084 0.0685
H 2.9295 3.5665 -0.5024 0.2471 0.6777 -0.3613 0.1169
H -0.2284 -5.6661 -0.7612 -0.0362 -0.5017 0.3016 0.1226
H 1.4115 -1.2262 -4.9606 -0.1318 -0.5171 -0.2071 0.1289
H -0.2558 -4.0066 2.9080 -0.1916 0.3858 -0.9615 0.1409
H -3.4068 3.4714 0.4985 0.2102 0.6935 -0.0054 0.0813
H 1.9286 2.8072 0.7505 -0.2339 0.4308 -0.2495 0.0857
H 0.1419 -2.7338 1.7160 0.0151 -0.1792 -0.0940 0.1162
H 1.2139 -4.2717 0.3921 0.1733 -0.1404 -0.7136 0.0960
H -4.4726 -3.6355 -0.3090 -0.0032 -0.0428 -0.1238 0.1162
H 0.9994 1.8208 -1.1043 -1.7387 0.1952 -0.5808 0.1018
H -1.8916 0.7472 1.0205 0.5011 -0.0088 0.2138 0.0758
H 4.6899 1.8890 0.0606 0.0863 -0.4379 -0.6126 0.1378
H 1.2043 -5.4333 1.6591 -0.2158 -0.0303 0.1193 0.1187
H -1.1527 -1.2916 -5.1757 -0.0320 0.6686 -0.3703 0.1281
H 4.7098 -2.5284 -0.5614 -0.1245 0.3101 0.0691 0.0896
H 2.5354 1.5463 -1.9352 0.4996 0.1366 -1.2822 0.0852
H 0.9201 4.4182 4.0795 1.0703 0.6626 -1.0189 0.1219
H 1.2927 7.0165 2.8556 0.2050 -1.5949 -0.4273 0.1540
H -1.2487 0.1167 2.5635 0.1076 -0.1504 -0.5197 0.0888
H -0.2030 0.0958 1.0817 -0.0666 0.2104 0.1491 0.0717
H -4.4861 2.4833 -0.2698 -0.7722 -1.1713 -0.3855 0.0319
H -1.1608 -0.2457 -3.5853 0.2192 -1.5433 -1.4893 0.1700
H -6.4749 -2.1493 1.1501 0.9389 -0.0527 -0.0335 0.1435
H 1.0406 5.5151 1.7452 0.1010 0.4173 0.3524 0.1218
H 2.2884 5.4529 4.5630 0.0426 0.1355 -0.1087 0.1274
H 4.0740 2.2268 1.5301 0.0245 0.4347 2.1178 0.0790
H -4.7731 4.2017 -0.4695 -0.2602 0.3260 0.5388 0.0845
H -0.5591 -6.5550 0.7630 -0.5035 -2.1089 0.5776 0.1044
H 1.1060 0.0034 -3.7874 -0.1261 -0.0389 0.2281 0.1222
```
Positions in Å, forces in eV/Å.



Record 3
C23H33N3O2S as an isolated structure at a distorted geometry, computed with wB97M-V/def2-TZVPD.

Summary:
Net charge: 0
E: -43762.91116 eV
2S+1: 1
LUMO level: 0.417 eV
Max |F|: 0.341 hartree/bohr
Kohn-Sham gap: 8.087 eV
Energy above the lowest of the compared OMol25 structures with the same formula, charge and spin: 2460.0 kJ/mol

XYZ file:
```
62
Properties=species:S:1:pos:R:3:forces:R:3:lowdin_charge:R:1
S 3.7135 -0.7577 0.6949 1.4530 1.2597 0.9647 1.0538
O 8.2653 1.3921 0.3464 -1.4940 -1.5993 2.9847 -0.1562
O -1.5300 -3.7096 0.0300 3.7988 1.4036 -1.2924 -0.1353
N 5.3307 1.3962 -0.0361 0.3235 1.0291 11.6661 -0.1384
N 4.3769 0.3565 -1.7189 -4.1029 -4.6143 5.0741 0.0622
N 0.5297 -1.9933 -0.3654 0.9645 -0.8615 3.7455 -0.1550
C -1.3644 -0.6462 -0.7040 5.1164 6.6563 -1.9022 -0.1308
C 7.3719 0.4803 1.2578 0.4054 8.8969 2.5280 -0.0034
C -0.0490 -1.2424 -1.4794 2.3793 6.5104 11.0474 -0.0205
C -4.2901 1.4933 1.6100 -1.6880 3.8054 3.4016 -0.1947
C -7.5557 1.4530 -1.3208 2.0166 -5.7365 7.5351 -0.1452
C -6.7187 2.4253 -1.3559 8.5036 5.3938 -1.4120 -0.1236
C 1.8605 -2.5080 -0.4435 -2.0445 9.2858 -3.6811 -0.2182
C -6.3277 0.6504 0.6158 -11.2465 -10.7259 3.1884 -0.1427
C 5.8991 1.2860 1.4794 4.9182 3.8137 -5.6954 0.0122
C -3.1428 0.8572 0.9973 2.6588 3.7539 -2.5410 -0.2809
C 0.4695 -1.3854 0.9960 -6.0004 7.4651 -4.1639 -0.1141
C 7.5432 1.4720 -0.7578 1.3255 1.0071 -8.0898 -0.2873
C 2.9861 -1.5536 -0.6506 0.4615 3.0629 -1.7342 -0.5030
C -2.3261 -2.5657 -0.2587 -6.5846 -9.5151 -0.4578 -0.2872
C -5.5352 2.5176 -0.5839 -6.4792 -8.6796 2.9537 0.1214
C -3.3695 -0.5329 0.7059 7.6813 0.4724 -0.2744 -0.0997
C 3.3290 -0.8007 -1.7400 2.9900 2.6965 -1.1024 -0.1488
C -2.0590 -1.3493 0.3093 0.8124 5.3976 2.3114 -0.5336
C 4.5469 0.4640 -0.2939 -3.1261 -3.5721 -7.7943 -0.6022
C 6.1108 2.1892 -0.7397 1.2402 -14.7704 -9.3569 -0.1699
C -7.5193 0.5635 -0.2603 2.2825 -0.7292 1.2240 0.0016
C -1.0946 -1.2261 1.4657 3.5119 -12.8586 -4.0451 -0.0179
C -5.3806 1.3942 0.6292 5.7469 10.7768 -3.4283 -0.2899
H -1.3240 -0.5625 2.0977 -1.3645 4.8433 5.1138 0.0186
H 3.0915 -0.7808 -2.7844 -0.9639 -1.2082 -0.2878 0.0877
H 1.8851 -3.0113 -1.2454 0.0167 -3.6708 -6.9023 0.0775
H 0.7729 -0.1996 0.9839 0.0987 -2.6695 -0.2478 0.1562
H 5.3687 0.7188 2.1139 -2.4764 -1.5099 2.1803 0.0203
H 7.9149 0.8441 2.1886 -0.5826 -2.3416 -0.6422 0.1450
H -3.6112 -1.0473 1.4812 -2.4834 -3.0907 5.0996 0.0826
H -3.3553 -3.1222 0.1764 1.7099 2.0306 -0.4517 0.1847
H -6.4254 -0.1879 1.6423 0.3577 2.2993 -3.0809 0.1905
H 1.0561 -1.8523 1.6140 2.9299 -2.7661 3.5154 0.0402
H 7.5303 0.4449 -1.3180 -0.6280 1.4899 1.0050 0.1322
H 6.1018 2.4542 1.6955 -0.4308 -3.0585 0.3115 0.1746
H -3.9657 -0.6029 -0.0268 -4.8873 -0.8662 -5.2995 0.0684
H -1.1925 -2.5790 1.7964 -0.0848 4.1459 0.4930 0.2207
H 7.2106 -0.4037 0.8015 0.0281 -3.3213 -0.8655 0.0699
H -8.2000 -0.2940 0.0186 0.5173 1.4269 -0.8891 0.1176
H -4.1486 2.7413 1.8535 -0.0164 -3.5277 -0.7462 0.1834
H -4.8716 3.1820 -0.5320 5.1515 5.5874 -0.4009 0.0054
H -2.7170 -2.6059 -1.3193 1.1690 0.7589 0.5332 0.1517
H -1.1136 0.5339 -0.2601 -0.0808 -3.3260 -1.4435 0.1787
H -2.6992 1.4702 0.0390 -1.9876 -1.3432 1.6242 0.1716
H 2.2535 -3.1598 0.0550 2.6266 -7.2674 7.7087 0.0477
H 6.3091 3.0027 -0.5821 2.5631 15.8921 4.5674 -0.0132
H -6.6366 2.9933 -2.3010 -0.6245 0.4840 0.7637 0.1230
H -0.4002 -1.8473 -2.0533 -3.4592 -6.8272 -7.6103 0.0253
H -2.3793 1.2122 1.6040 2.2184 -0.7720 1.6791 0.0890
H -8.3413 1.4479 -1.7848 -8.1684 -0.0616 -5.8878 0.0220
H 0.6593 -0.4869 -1.7679 -0.1457 0.5180 -0.8070 0.1226
H -1.8720 -0.4387 -1.5512 -2.7651 0.9104 -2.5609 0.0807
H -0.5314 -3.3683 -0.2228 -2.6317 -0.8897 0.8335 0.1266
H 8.2990 2.1597 -1.7937 -2.0622 -1.6413 3.2428 0.2006
H -4.4888 1.0510 2.7717 0.0876 0.8356 -3.3976 0.1864
H 5.7504 2.1741 -1.8193 0.5449 -0.0876 1.1961 0.1591
```
Positions in Å, forces in eV/Å.